Record 1
# C3HBr3N2S

C3HBr3N2S as an isolated structure at a distorted geometry (wB97M-V/def2-TZVPD, the OMol25 dataset).

The geometry in XYZ format:
```
10
Properties=species:S:1:pos:R:3:nbo_charge:R:1
C 1.679 -0.339 -0.188 -0.074
C 0.714 0.304 0.643 0.109
C -2.889 -0.875 0.536 -0.257
N 1.962 0.342 -1.252 -0.573
N 0.357 1.431 0.144 -0.634
S 1.101 1.751 -1.253 0.858
Br -3.304 0.805 -0.183 0.117
Br -0.055 -0.318 2.363 0.078
Br -1.682 -1.739 -0.530 0.134
H 2.117 -1.362 -0.280 0.243
```

Results
E_LUMO: -1.2290 eV
gap between HOMO and LUMO: 8.10 eV
E: -8344.52376 a.u.
2S+1: 1
energy above the lowest of the compared OMol25 structures with the same formula, charge and spin: 57.34 kcal/mol


Record 2
# C16H16ClNO2

A single C16H16ClNO2 molecule (wB97M-V/def2-TZVPD, the OMol25 dataset).

The geometry in XYZ format:
```
36
Properties=species:S:1:pos:R:3:nbo_charge:R:1
C -6.856 -0.453 1.023 -0.254
O -6.041 -1.213 0.162 -0.482
C -4.732 -0.894 0.043 0.339
C -4.098 0.150 0.714 -0.342
C -2.753 0.392 0.514 -0.085
C -2.002 -0.401 -0.352 -0.231
C -0.561 -0.207 -0.607 0.590
O 0.081 -1.010 -1.253 -0.571
C 0.084 1.037 -0.021 -0.515
C 1.514 1.253 -0.524 -0.205
N 2.369 0.192 -0.051 -0.625
C 3.739 0.244 -0.065 0.282
C 4.469 1.433 -0.173 -0.312
C 5.848 1.418 -0.098 -0.169
C 6.548 0.238 0.082 -0.297
C 5.824 -0.939 0.183 0.007
Cl 6.667 -2.437 0.401 -0.005
C 4.448 -0.952 0.110 -0.317
C -2.647 -1.453 -1.014 -0.122
C -3.984 -1.696 -0.828 -0.263
H -6.509 -0.513 2.060 0.179
H -6.900 0.596 0.712 0.179
H -7.849 -0.892 0.951 0.205
H -4.646 0.781 1.396 0.221
H -2.292 1.204 1.056 0.206
H -0.523 1.907 -0.273 0.230
H 0.100 0.929 1.066 0.238
H 1.879 2.206 -0.135 0.200
H 1.505 1.306 -1.624 0.188
H 1.985 -0.723 -0.253 0.403
H 3.963 2.373 -0.321 0.207
H 6.391 2.348 -0.186 0.213
H 7.624 0.228 0.137 0.224
H 3.909 -1.884 0.188 0.220
H -2.063 -2.069 -1.682 0.237
H -4.486 -2.502 -1.339 0.228
```

Results
E_LUMO: 0.2441 eV
SMILES: COc1ccc(C(=O)CCNc2cccc(Cl)c2)cc1
gap between HOMO and LUMO: 8.03 eV
E: -1284.72806 a.u.
2S+1: 1
energy above the lowest of the compared OMol25 structures with the same formula, charge and spin: 21.03 kcal/mol


Record 3
# C6H10O

A 2-piece molecular cluster, C6H10O overall at a distorted geometry (wB97M-V/def2-TZVPD, the OMol25 dataset).

The geometry in XYZ format:
```
17
Properties=species:S:1:pos:R:3:nbo_charge:R:1
C -1.828 -0.502 0.040 -0.603
C -1.324 0.860 -0.375 -0.229
C -0.721 1.781 0.648 -0.421
C 0.153 1.130 -0.387 -0.434
H -2.854 -0.452 0.424 0.211
H -1.195 -0.919 0.833 0.202
H -1.816 -1.205 -0.802 0.205
H -1.899 1.341 -1.164 0.209
H -0.914 2.847 0.573 0.214
H -0.637 1.410 1.667 0.208
H 0.573 1.734 -1.186 0.214
H 0.799 0.331 -0.039 0.219
C 1.861 -1.896 0.114 -0.806
C 2.979 -1.351 -0.309 0.729
O 3.989 -0.874 -0.647 -0.453
H 0.987 -1.972 -0.520 0.269
H 1.846 -2.263 1.132 0.266
```

Results
E_LUMO: 0.8689 eV
SMILES: CC1CC1.C=C=O
gap between HOMO and LUMO: 10.23 eV
E: -309.78466 a.u.
2S+1: 1
energy above the lowest of the compared OMol25 structures with the same formula, charge and spin: 36.22 kcal/mol


Record 4
# C30H35AsHfN4O4Si2

C30H35AsHfN4O4Si2 as an isolated structure at a distorted geometry (wB97M-V/def2-TZVPD, the OMol25 dataset).

The geometry in XYZ format:
```
77
Properties=species:S:1:pos:R:3:lowdin_charge:R:1
Hf -0.470 -1.284 0.610 1.236
O -4.953 1.920 2.753 0.094
C -4.579 0.953 3.635 -0.476
O -5.241 0.812 4.664 0.052
C -3.358 0.197 3.403 -0.028
C -2.726 -0.712 4.326 0.006
N -1.640 -1.209 3.752 0.054
N -1.471 -0.711 2.468 -0.012
C -2.432 0.264 2.289 -0.091
C -2.387 0.976 1.007 -0.508
O -2.950 2.072 0.870 0.026
O -1.622 0.355 0.116 -0.176
H -4.255 2.029 2.037 0.079
H -3.006 -0.807 5.367 0.134
H -1.095 -1.995 4.107 0.172
C -0.961 -1.434 -4.955 -0.152
C 0.234 -2.159 -4.804 -0.102
C 0.848 -2.141 -3.552 -0.027
C 0.380 -1.273 -2.500 -0.296
C -0.556 -0.265 -2.864 -0.010
C -1.200 -0.376 -4.131 -0.115
N 0.864 -1.439 -1.243 -0.095
N 1.875 -2.328 -1.143 0.061
C 2.263 -2.385 0.191 -0.324
C 3.445 -3.055 0.593 -0.083
C 3.886 -3.099 1.890 -0.133
C 3.229 -2.297 2.864 -0.121
C 2.058 -1.649 2.485 -0.164
C 1.433 -1.841 1.235 -0.274
H -1.654 -1.572 -5.774 0.082
H 0.586 -2.750 -5.628 0.079
H 1.817 -2.559 -3.277 0.087
H -0.896 0.468 -2.136 0.081
H -1.992 0.370 -4.394 0.108
H 4.063 -3.444 -0.261 0.108
H 4.829 -3.679 2.020 0.091
H 3.527 -2.256 3.882 0.066
H 1.546 -1.151 3.299 0.065
C -1.564 -2.842 0.176 -0.205
C -2.482 -3.857 0.096 -0.402
C -3.365 -3.901 -1.035 -0.073
C -4.444 -4.732 -0.929 -0.147
C -4.863 -5.228 0.330 -0.122
C -3.994 -5.094 1.449 -0.131
C -2.766 -4.511 1.330 -0.097
H -3.088 -3.351 -1.926 0.099
H -4.984 -5.024 -1.854 0.091
H -5.839 -5.669 0.449 0.064
H -4.242 -5.401 2.410 0.058
H -1.947 -4.497 2.014 0.076
C -0.269 3.313 2.322 -0.248
Si 0.596 3.798 0.689 0.060
C 1.471 5.411 0.918 -0.290
C -0.671 4.077 -0.679 -0.260
As 1.957 1.980 0.072 0.559
Si 3.563 2.649 -1.569 0.086
C 4.298 0.990 -1.998 -0.285
C 4.977 3.764 -1.112 -0.262
C 2.633 3.409 -3.037 -0.271
H 0.157 3.980 3.131 0.025
H -0.055 2.310 2.696 -0.007
H -1.361 3.401 2.138 0.010
H 0.956 5.993 1.743 0.018
H 1.580 5.999 -0.054 0.035
H 2.476 5.315 1.380 0.010
H -0.482 3.774 -1.695 -0.006
H -0.775 5.185 -0.776 0.009
H -1.662 3.596 -0.446 0.015
H 4.591 0.440 -1.081 0.024
H 5.181 1.080 -2.600 -0.006
H 3.615 0.333 -2.517 0.005
H 5.137 3.917 -0.035 0.011
H 4.809 4.712 -1.683 0.018
H 5.945 3.327 -1.479 0.018
H 1.685 2.918 -3.375 0.029
H 3.372 3.446 -3.854 0.004
H 2.416 4.444 -2.811 -0.007
```

Results
E_LUMO (alpha / beta): 3.6040 / 3.6040 eV
gap between HOMO and LUMO (alpha / beta): 3.90 / 3.89 eV
E: -4546.85146 a.u.
2S+1: 1
charge: -2
energy above the lowest of the compared OMol25 structures with the same formula, charge and spin: 67.35 kcal/mol


Record 5
# C3H3FOS2

A single C3H3FOS2 molecule at a distorted geometry (wB97M-V/def2-TZVPD, the OMol25 dataset).

The geometry in XYZ format:
```
10
Properties=species:S:1:pos:R:3:nbo_charge:R:1
C 0.321 0.821 -1.559 -0.254
C -0.289 0.494 0.941 -0.594
C -0.137 -0.934 0.249 0.466
O -0.508 -1.042 -0.975 -0.603
F 1.249 -1.163 0.392 -0.422
S 0.934 0.626 -2.997 0.298
S 0.053 1.792 -0.266 0.476
H -1.410 0.594 1.402 0.240
H 0.322 0.626 1.803 0.244
H -0.535 -1.816 1.011 0.149
```

Results
E_LUMO: -1.0238 eV
gap between HOMO and LUMO: 8.27 eV
E: -1087.48716 a.u.
2S+1: 1
energy above the lowest of the compared OMol25 structures with the same formula, charge and spin: 64.39 kcal/mol


Record 6
# C5H7BrO

C5H7BrO as an isolated structure at a distorted geometry (wB97M-V/def2-TZVPD, the OMol25 dataset).

The geometry in XYZ format:
```
14
Properties=species:S:1:pos:R:3:nbo_charge:R:1
C -2.075 0.165 1.117 -0.323
C 2.534 0.490 -0.434 -0.540
C -1.142 -0.425 0.326 -0.264
C 1.360 0.921 -0.054 -0.070
C -0.388 0.250 -0.710 0.138
O -0.095 -0.447 -1.837 -0.693
Br 0.998 2.093 1.453 -0.003
H -2.533 -0.496 1.746 0.187
H -2.438 1.281 1.148 0.214
H 3.244 1.052 0.109 0.238
H 2.497 -0.233 -1.241 0.244
H -0.997 -1.408 0.467 0.193
H -0.819 1.284 -0.972 0.200
H -0.005 -1.424 -1.684 0.479
```

Results
E_LUMO: 0.6682 eV
gap between HOMO and LUMO: 9.65 eV
E: -2843.83452 a.u.
2S+1: 1
energy above the lowest of the compared OMol25 structures with the same formula, charge and spin: 65.42 kcal/mol